272
Properties=species:S:1:pos:R:3:forces:R:3 method="wB97M-V/def2-TZVPD" e_homo_ha="0.0152 / -0.2394" max_force_ev_per_a=3.14 e_lumo_ha="0.0703 / 0.0683" de_lowest_kcal_mol=4.7 orbital_gap_ev="1.50 / 8.37" charge=-1 energy_ev=-125811.918 s2=0.750 multiplicity=2
C 3.0387 -4.6748 5.0010 0.07 -0.97 0.28
C 2.1726 -3.6262 4.3067 0.46 -1.35 1.76
C 1.7159 -2.4956 5.2551 0.14 -1.25 0.58
O 1.3008 -1.4329 4.4774 0.13 2.29 0.90
C 1.0779 -0.1929 5.2281 -0.01 -0.86 -0.32
N 2.9703 -3.1154 3.2503 -0.54 0.79 -1.08
H 3.9764 -4.3841 5.4746 -0.21 0.73 0.20
H 3.4071 -5.3622 4.2396 -0.27 -0.13 -0.24
H 2.4794 -5.2879 5.7076 -0.08 0.10 0.19
H 1.3751 -4.2384 3.8856 -0.53 0.52 -0.04
H 2.5472 -2.2727 5.9238 0.54 0.54 -0.21
H 0.9384 -2.7539 5.9740 -0.50 -0.55 -0.11
H 1.9373 0.0553 5.8510 0.36 0.07 -0.35
H 0.2310 -0.2367 5.9129 -0.20 -0.32 -0.18
H 0.8755 0.5564 4.4629 0.06 0.12 0.28
H 2.3166 -2.5281 2.7523 0.09 0.51 -0.59
H 3.5796 -2.4144 3.6469 0.52 0.24 0.16
C 0.9201 1.0793 -10.4625 0.95 0.05 0.32
C 0.3341 2.1584 -9.5791 -0.04 1.10 -1.28
C 1.3599 2.8793 -8.6724 -0.79 -1.02 -0.21
O 1.9141 1.8900 -7.8530 -0.01 -0.15 0.96
C 2.6876 2.4386 -6.7942 0.33 -0.98 -0.49
N -0.2927 3.1857 -10.4308 -0.31 0.37 1.05
H 1.6045 1.4692 -11.2160 0.15 0.47 0.08
H 0.1527 0.5831 -11.0566 -0.08 -0.43 0.49
H 1.5331 0.4584 -9.8092 -0.33 -0.75 -0.30
H -0.4419 1.7060 -8.9617 0.09 0.04 0.32
H 0.8405 3.6375 -8.0864 -0.16 0.16 0.15
H 2.1658 3.3716 -9.2167 0.06 0.15 -0.51
H 3.1703 1.6071 -6.2806 0.02 -0.14 -0.11
H 2.1031 2.9449 -6.0259 -0.16 0.50 -0.28
H 3.4764 3.0249 -7.2654 0.07 0.56 0.46
H 0.3364 3.9661 -10.5545 -0.17 -0.07 -0.54
H -0.6989 2.8334 -11.2858 0.34 0.13 0.00
C -4.4592 1.0767 -1.2647 -0.80 0.49 -0.23
C -5.8484 1.8256 -1.1618 0.81 -2.08 -0.84
C -6.9734 0.8637 -0.7471 0.47 0.16 -0.09
O -8.1781 1.6391 -0.5185 -0.05 -1.59 -0.66
C -9.3450 0.8007 -0.3537 0.74 0.36 -0.51
N -5.6882 2.8627 -0.2136 -0.41 0.52 0.30
H -4.2013 0.6414 -0.2992 -0.12 0.07 0.21
H -3.6884 1.8089 -1.5053 -0.02 0.10 -0.01
H -4.3652 0.2721 -1.9940 -0.43 0.04 -0.13
H -6.1835 2.2572 -2.1049 0.34 -0.02 -0.33
H -6.7080 0.2618 0.1220 0.02 0.41 0.68
H -6.9621 0.0914 -1.5163 -1.12 0.09 -0.61
H -10.2290 1.4376 -0.3213 0.22 0.12 0.61
H -9.2058 0.1354 0.4984 -0.28 0.20 0.34
H -9.5410 0.1530 -1.2082 0.44 -0.09 -0.37
H -5.4871 2.3390 0.6263 0.11 0.00 0.71
H -6.6431 3.1699 -0.0955 -0.22 0.72 0.50
C 2.0699 -4.4570 -2.5512 0.06 -0.83 -0.48
C 1.9633 -3.0107 -2.9503 -0.10 0.38 0.86
C 2.1100 -2.6927 -4.4521 0.89 -1.46 0.34
O 3.3476 -3.3257 -4.9207 -0.61 0.64 -0.35
C 4.5088 -2.7054 -4.4061 -0.19 0.09 0.40
N 0.7014 -2.5517 -2.3515 -0.26 0.67 -1.12
H 2.1593 -4.4853 -1.4653 -0.01 -0.11 0.01
H 2.8990 -5.0002 -3.0047 0.17 0.19 0.02
H 1.1629 -4.9905 -2.8356 -0.16 -0.06 -0.01
H 2.7918 -2.5464 -2.4154 0.31 0.51 -0.13
H 2.1318 -1.6341 -4.7108 0.07 0.29 0.33
H 1.3023 -3.1450 -5.0275 0.02 -0.16 0.02
H 4.6724 -3.0272 -3.3776 0.18 0.09 0.18
H 4.4152 -1.6195 -4.4204 -0.12 0.27 0.09
H 5.4178 -2.9266 -4.9654 -0.33 -0.43 -0.36
H 0.7135 -1.5418 -2.3465 -0.05 0.28 -0.02
H 0.6424 -2.7951 -1.3731 0.26 -0.47 0.31
C 5.7380 -5.3926 0.9906 -0.36 -0.67 -1.18
C 5.9760 -3.9050 1.1157 -1.07 0.58 1.50
C 5.1026 -3.0007 0.2354 1.09 0.23 -1.02
O 5.6952 -1.6742 0.1358 -1.00 -0.51 0.09
C 4.8506 -0.8538 -0.6638 1.10 0.54 -0.39
N 5.7684 -3.4993 2.5117 0.89 0.24 0.62
H 6.4550 -6.0062 1.5359 0.16 0.35 0.10
H 5.8385 -5.6300 -0.0685 0.28 -0.25 -0.21
H 4.7572 -5.8098 1.2191 -0.23 0.61 0.40
H 7.0334 -3.7824 0.8812 -0.01 0.48 -0.20
H 4.0770 -2.8958 0.5894 -0.11 -0.27 0.30
H 5.0768 -3.3790 -0.7865 -0.20 -0.27 -0.33
H 3.8286 -0.7284 -0.3063 -0.12 -0.26 0.19
H 4.8472 -1.1448 -1.7143 -0.22 -0.75 -0.10
H 5.3157 0.1283 -0.7482 0.07 0.11 0.48
H 5.7746 -2.4914 2.5772 0.57 0.41 -0.16
H 4.8327 -3.6658 2.8533 -0.25 -0.81 -0.54
C 8.6406 0.3966 -1.1637 -0.66 0.37 0.75
C 9.1211 1.0711 -2.4098 -1.77 -0.30 -0.81
C 7.9597 1.8388 -3.1398 -0.07 -2.07 0.83
O 6.9701 0.8873 -3.5336 1.52 -0.52 0.05
C 5.8986 1.3912 -4.2472 -0.11 0.66 0.22
N 10.1289 2.0312 -2.1229 1.38 1.05 -0.17
H 8.1284 1.1945 -0.6260 -0.07 -0.15 0.72
H 9.4534 -0.0075 -0.5602 0.07 0.16 -0.05
H 7.9071 -0.3964 -1.3097 0.06 0.06 -0.32
H 9.4864 0.2529 -3.0305 0.33 0.40 -0.61
H 8.4090 2.3920 -3.9645 -0.32 0.08 -0.41
H 7.4947 2.5070 -2.4150 0.11 0.49 0.09
H 6.2382 2.1229 -4.9803 -0.09 0.00 -0.44
H 5.2601 1.9267 -3.5446 -0.59 0.05 -0.14
H 5.3831 0.5552 -4.7200 -0.10 0.16 -0.01
H 9.8100 2.7682 -1.5105 -0.40 -0.31 0.91
H 10.2432 2.6052 -2.9460 0.61 -0.18 -0.61
C -0.8376 1.3386 0.8550 1.29 0.41 -1.21
C 0.0792 0.4028 -0.0324 -0.09 0.67 1.53
C 1.2184 1.1036 -0.7432 -0.35 0.49 -0.82
O 1.7089 0.2383 -1.7909 0.52 1.28 0.41
C 2.7675 0.8696 -2.5477 -0.48 -1.58 -0.29
N 0.6984 -0.5327 0.8768 -0.44 -1.98 0.06
H -0.3983 1.4305 1.8483 -0.09 -0.06 0.05
H -1.8989 1.0975 0.9149 0.14 -0.46 -0.07
H -0.7669 2.3227 0.3916 -0.24 0.28 0.17
H -0.5549 -0.0829 -0.7741 0.05 -0.35 -0.01
H 2.0223 1.2953 -0.0325 0.10 0.15 0.13
H 0.8952 2.0560 -1.1634 -0.01 0.19 -0.32
H 3.3498 1.6269 -2.0227 -0.28 0.01 0.20
H 2.3895 1.2310 -3.5041 -0.27 0.60 0.12
H 3.3997 0.0314 -2.8406 0.40 0.10 0.14
H 1.3008 -0.1287 1.5796 -0.02 0.99 0.10
H 1.3197 -1.1683 0.3970 -0.08 -0.38 -0.43
C -5.3805 1.8034 4.9717 -0.71 -0.12 -0.67
C -5.8041 1.0331 3.6145 0.28 -0.90 2.99
C -7.2735 1.1866 3.2825 -0.21 1.09 0.10
O -8.1372 0.7621 4.3385 0.12 0.07 -0.15
C -9.4883 1.1562 4.1731 -0.07 0.03 0.62
N -4.9589 1.4745 2.5527 0.22 0.18 -0.63
H -5.8617 1.5109 5.9049 -0.67 -0.11 -0.34
H -5.5722 2.8579 4.7733 -0.36 0.22 0.11
H -4.3358 1.8111 5.2827 0.46 -0.63 -0.82
H -5.6706 -0.0428 3.7274 0.37 -0.16 0.26
H -7.4976 0.6811 2.3432 -0.04 -0.34 -0.08
H -7.4012 2.2496 3.0776 -0.46 0.42 0.01
H -9.9123 0.8136 3.2292 0.03 0.19 -0.19
H -9.6682 2.2140 4.3645 0.51 0.54 -0.78
H -10.1140 0.7766 4.9809 0.38 -0.89 0.07
H -4.0187 1.2514 2.8467 0.35 -0.37 -0.23
H -4.9608 2.4837 2.5935 -0.13 0.61 -0.19
C 0.7708 6.0236 -3.1074 0.71 -1.36 -0.30
C 0.9583 5.2053 -1.7906 -0.10 0.37 -0.83
C 2.3624 5.2511 -1.1982 -0.57 -0.54 -1.02
O 3.1651 4.3654 -1.9899 -0.11 0.65 0.10
C 4.4658 4.2394 -1.4673 -0.05 -0.06 0.19
N -0.0125 5.7501 -0.8753 -0.11 0.29 0.58
H -0.2772 6.0696 -3.4035 -0.13 -0.06 0.24
H 1.2796 5.5529 -3.9486 0.30 0.14 -0.09
H 1.1354 7.0448 -2.9962 0.12 0.02 0.14
H 0.6829 4.1550 -1.8859 0.27 -0.12 -0.55
H 2.3067 4.9179 -0.1618 0.15 0.01 0.15
H 2.7156 6.2802 -1.2632 0.42 0.14 0.20
H 4.4054 3.7998 -0.4718 0.26 -0.25 0.12
H 4.9902 5.1883 -1.3546 -0.07 0.34 -0.12
H 5.0541 3.6235 -2.1476 -0.09 -0.14 0.09
H -0.0696 6.7147 -1.1691 -0.43 0.47 0.60
H -0.8821 5.3339 -1.1765 -0.43 0.15 0.34
C 4.8207 1.6593 1.6912 0.48 -1.69 0.59
C 4.2309 0.3972 2.4121 -0.21 0.60 1.73
C 5.0187 0.0919 3.7493 0.85 0.57 -2.01
O 4.5704 -1.0675 4.4000 -0.28 -0.46 0.68
C 5.4362 -1.6001 5.4250 -0.70 0.63 -0.10
N 2.8323 0.7084 2.7747 0.27 -0.36 -0.76
H 5.9087 1.6523 1.7570 0.19 -0.04 0.16
H 4.4868 2.5596 2.2068 -0.25 0.08 -0.35
H 4.6325 1.6102 0.6187 -0.55 0.43 0.15
H 4.2348 -0.5208 1.8244 0.16 0.16 -0.26
H 5.0101 1.0058 4.3433 -0.18 -0.07 0.49
H 6.0417 -0.0686 3.4088 0.52 -0.04 0.20
H 5.3678 -0.9979 6.3309 0.45 0.61 -0.14
H 6.4482 -1.7060 5.0341 0.05 -0.02 0.20
H 5.0446 -2.5469 5.7968 -0.04 -0.25 -0.74
H 2.8552 1.5839 3.2777 -0.25 0.33 0.24
H 2.5099 -0.0032 3.4149 -0.01 -0.13 0.14
C -2.6644 -2.3824 -1.6209 -0.02 -0.22 0.48
C -3.1570 -3.7429 -2.2000 1.03 1.47 -0.61
C -4.2509 -3.4674 -3.1958 -0.30 0.86 -0.80
O -5.2178 -2.6750 -2.5398 0.01 -0.71 0.72
C -6.3419 -2.3860 -3.3185 0.83 0.31 0.33
N -1.9534 -4.3139 -2.8313 -1.37 -1.01 -0.02
H -2.0879 -1.8197 -2.3551 -0.25 -0.13 -0.62
H -1.8887 -2.5923 -0.8845 -0.21 0.00 0.45
H -3.4095 -1.6836 -1.2405 -0.10 -0.36 0.24
H -3.5908 -4.4300 -1.4736 0.31 0.10 0.40
H -4.7068 -4.3232 -3.6936 -0.08 -0.63 0.46
H -3.8939 -2.8836 -4.0443 0.61 0.27 -0.21
H -6.9569 -1.8218 -2.6174 -0.55 -0.07 -0.58
H -6.8006 -3.2919 -3.7148 -0.37 -0.07 0.10
H -5.9902 -1.7768 -4.1511 -0.45 0.31 -0.34
H -1.6008 -4.9967 -2.1759 0.48 0.10 -0.30
H -1.2733 -3.5833 -2.9855 0.41 -0.13 0.20
C -0.4398 -5.6024 0.1188 -0.24 -0.69 -0.07
C 0.6318 -5.2464 1.1272 0.35 -0.75 1.11
C 1.8619 -6.1439 1.1161 -1.07 0.48 -0.99
O 1.4401 -7.3944 1.5218 0.19 -1.46 0.21
C 2.3404 -8.3883 1.0899 -0.23 -0.53 0.91
N 1.0161 -3.8976 1.0107 0.55 1.70 -1.35
H -0.1347 -5.4726 -0.9196 0.44 0.07 0.09
H -1.3489 -5.0128 0.2370 0.06 0.28 0.27
H -0.7458 -6.6413 0.2423 0.04 -0.12 0.02
H 0.2396 -5.2939 2.1431 -0.65 -0.96 0.29
H 2.6821 -5.8079 1.7505 0.02 0.48 0.05
H 2.1740 -6.2010 0.0733 0.56 0.10 -0.27
H 2.3018 -8.5362 0.0107 0.00 -0.02 -0.12
H 2.0808 -9.2965 1.6339 -0.27 -0.19 -0.34
H 3.3665 -8.2048 1.4084 0.27 0.47 -0.15
H 0.2052 -3.4258 1.3847 -0.13 0.85 -0.04
H 1.7092 -3.6923 1.7162 0.26 -0.25 -0.23
C -3.9057 -0.1708 7.6442 0.14 0.23 -1.93
C -2.6468 0.4469 8.2336 -0.16 0.18 -0.99
C -2.1799 1.7488 7.4712 0.23 -0.76 0.40
O -1.5664 1.4105 6.1963 -0.92 1.00 0.36
C -1.2893 2.5973 5.3933 -0.44 -1.08 0.16
N -2.8581 0.6235 9.6717 0.81 0.76 0.15
H -4.7769 0.4840 7.6621 -0.19 -0.05 1.06
H -4.0792 -1.1969 7.9685 -0.24 0.22 0.43
H -3.8497 -0.2419 6.5580 0.61 -0.31 -0.29
H -1.8078 -0.2244 8.0501 0.03 -0.31 0.30
H -1.4402 2.2735 8.0758 0.18 -0.04 0.22
H -3.0230 2.4342 7.3842 -0.27 0.10 -0.50
H -2.1883 3.1912 5.2287 -0.14 0.35 0.65
H -1.0641 2.3029 4.3682 0.46 -0.49 0.15
H -0.4484 3.1541 5.8067 -0.14 0.19 0.03
H -3.4440 -0.1080 10.0480 0.04 -0.21 -0.17
H -3.3652 1.4791 9.8475 -0.05 0.23 -0.01
C -2.4480 4.7269 0.8425 0.41 -0.62 1.46
C -3.1689 4.4315 2.1619 -0.07 0.91 -0.16
C -2.7809 5.4415 3.3411 -1.05 -0.71 -1.49
O -1.3967 5.6112 3.4944 -0.10 -0.48 -0.27
C -0.9967 6.2846 4.6795 0.07 -0.92 -0.38
N -4.6346 4.4239 1.8861 0.41 1.11 1.27
H -1.4025 4.8853 1.1067 0.14 -0.09 -0.62
H -2.8462 5.5993 0.3243 -0.08 0.05 0.10
H -2.6175 3.8170 0.2667 0.35 0.22 -0.54
H -2.9198 3.4296 2.5117 0.32 -0.10 -0.03
H -3.3057 5.0490 4.2121 0.19 0.10 0.51
H -3.2191 6.4041 3.0771 -0.29 0.33 0.07
H -1.0823 5.5929 5.5176 -0.23 0.09 0.34
H -1.5946 7.1779 4.8599 0.12 0.21 -0.01
H 0.0699 6.4742 4.5595 -0.14 0.38 -0.01
H -4.8214 5.3721 1.5925 -0.38 0.60 0.38
H -4.8445 3.9728 1.0071 0.57 -0.51 -0.23
C -2.0711 -1.0372 4.0962 -1.26 -0.25 -0.18
C -1.9995 -2.3009 3.2347 1.27 0.85 -2.14
C -2.8214 -2.2349 1.9011 -1.25 0.19 2.12
O -4.1933 -2.1977 2.3567 0.10 0.32 -0.04
C -5.1751 -2.1164 1.3521 0.34 0.23 -0.21
N -0.5884 -2.3691 2.7913 -0.68 -1.26 0.96
H -1.3870 -1.0809 4.9437 -0.20 -0.21 -0.01
H -3.0867 -0.8687 4.4543 -0.06 0.14 0.21
H -1.7738 -0.1695 3.5074 0.04 0.07 -0.18
H -2.2435 -3.2062 3.7907 -0.17 0.03 -0.02
H -2.6999 -3.0724 1.2141 0.31 -0.34 0.23
H -2.5519 -1.3345 1.3491 -0.02 0.36 -0.05
H -6.1764 -2.1568 1.7808 0.11 -0.56 0.32
H -4.9935 -2.8998 0.6162 -0.37 -0.15 -0.22
H -5.1914 -1.1547 0.8394 0.51 0.26 -0.21
H -0.0749 -2.0966 3.6173 0.37 -0.37 -0.18
H -0.3287 -1.6349 2.1482 -0.39 0.49 -0.57
C -4.3041 0.3393 -5.3697 0.34 -0.80 -0.28
C -3.5056 1.5636 -5.8267 -0.67 -0.42 1.25
C -1.9820 1.3682 -5.7094 -0.74 0.10 -0.86
O -1.5594 1.0890 -4.4097 -0.92 0.30 0.48
C -0.4631 0.2530 -4.2688 -0.02 -1.42 0.78
N -3.9897 1.8082 -7.1895 0.78 0.51 -0.19
H -3.9707 -0.5612 -5.8855 0.68 -0.09 -0.10
H -5.3148 0.3592 -5.7772 -0.34 0.56 0.58
H -4.2612 0.0971 -4.3078 -0.18 0.37 0.00
H -3.7603 2.3954 -5.1699 -0.08 0.22 0.23
H -1.4783 2.2971 -5.9768 0.11 0.04 -0.76
H -1.8038 0.5465 -6.4030 0.73 -0.10 -0.15
H -0.3607 0.0501 -3.2027 0.29 0.58 0.05
H 0.4884 0.5815 -4.6869 -0.03 0.45 -0.15
H -0.6665 -0.7555 -4.6289 -0.10 -0.17 -0.67
H -4.9188 2.1932 -7.0961 -0.38 -0.25 0.00
H -3.4909 2.5929 -7.5838 0.46 0.13 -0.29